ORCA calculation (ωB97M-V/def2-TZVPD) on a molecular structure, C42H52IN7O3PS2V.

Properties
total charge	+1
multiplicity	2
HOMO-LUMO gap (spin up / spin down)	5.1 / 5.4	eV
DFT total energy	-125716.6803	eV
LUMO energy (spin up / spin down)	-0.16133 / -0.15079	Ha
HOMO (spin up / spin down)	-9.479 / -9.478	eV

Each line ends with the Mulliken spin population.
Geometry (Å):
V: 0.438 -0.148 -0.537  1.1198
N: 0.943 0.042 1.539  0.0126
C: 1.086 -1.206 2.326  -0.0072
C: 0.298 -2.307 1.617  0.0237
N: -0.548 -1.687 0.570  -0.0335
C: -1.236 -2.695 -0.256  -0.0048
C: -0.248 -3.118 -1.314  0.0143
N: 0.179 -1.876 -1.991  -0.0070
H: 1.748 0.650 1.659  0.0049
H: 0.128 0.532 1.952  -0.0055
H: 0.700 -1.030 3.329  -0.0012
H: 2.136 -1.477 2.373  -0.0012
H: -0.346 -2.858 2.306  0.0017
H: 0.990 -2.994 1.137  -0.0068
H: -1.265 -1.147 1.094  0.0070
H: -2.106 -2.220 -0.711  0.0013
H: -1.579 -3.534 0.353  0.0000
H: -0.684 -3.841 -2.006  -0.0010
H: 0.635 -3.576 -0.864  -0.0013
H: -0.578 -1.557 -2.589  0.0041
H: 0.958 -2.069 -2.611  0.0039
N: 6.527 7.784 -3.095  0.0000
C: 5.856 6.903 -2.790  0.0000
C: 5.018 5.801 -2.409  0.0001
C: 4.303 5.106 -3.382  -0.0001
C: 3.497 4.045 -3.011  0.0000
C: 3.386 3.683 -1.671  0.0010
C: 4.099 4.383 -0.704  -0.0001
C: 4.919 5.437 -1.069  0.0002
C: 2.487 2.561 -1.290  0.0117
C: 2.864 1.259 -1.736  0.0044
C: 4.052 0.945 -2.386  0.0030
C: 4.106 -0.449 -2.515  -0.0006
C: 2.952 -0.931 -1.944  0.0231
N: 2.165 0.078 -1.463  -0.0327
C: 1.377 2.845 -0.547  0.0161
C: 0.951 4.123 -0.049  0.0048
C: -0.222 3.929 0.613  -0.0058
C: -0.527 2.547 0.487  -0.0347
N: 0.403 1.897 -0.195  -0.0566
H: 4.383 5.400 -4.419  0.0000
H: 2.939 3.503 -3.763  0.0001
H: 4.017 4.099 0.337  -0.0001
H: 5.480 5.981 -0.323  0.0000
H: 4.785 1.658 -2.723  0.0000
H: 4.888 -1.042 -2.958  0.0003
H: 2.682 -1.965 -1.816  0.0023
H: 1.481 5.051 -0.188  0.0002
H: -0.836 4.652 1.122  0.0001
H: -1.409 2.055 0.882  0.0441
C: -6.206 1.930 -2.333  0.0098
C: -6.086 1.174 -1.179  -0.0064
C: -4.840 0.714 -0.782  0.0059
C: -3.701 0.992 -1.534  -0.0005
C: -3.832 1.766 -2.691  0.0112
C: -5.076 2.231 -3.082  -0.0058
C: -2.406 0.509 -0.999  -0.0024
C: -1.229 0.425 -1.619  -0.1499
C: -0.990 0.613 -3.066  0.0280
C: -1.682 -0.195 -3.978  -0.0185
C: -1.453 -0.087 -5.339  0.0057
C: -0.517 0.822 -5.815  -0.0141
C: 0.165 1.637 -4.923  0.0107
C: -0.069 1.535 -3.560  -0.0287
H: -7.175 2.297 -2.644  0.0005
H: -6.955 0.958 -0.572  -0.0001
H: -4.744 0.160 0.139  0.0025
H: -2.966 2.033 -3.277  0.0019
H: -5.162 2.842 -3.971  -0.0001
H: -2.483 0.244 0.059  0.0234
H: -2.439 -0.879 -3.608  -0.0003
H: -2.012 -0.705 -6.029  -0.0001
H: -0.333 0.905 -6.877  -0.0005
H: 0.878 2.362 -5.294  0.0001
H: 0.439 2.201 -2.876  -0.0074
C: -1.375 0.862 6.070  0.0001
C: -2.160 2.141 5.855  -0.0001
C: -3.357 2.252 6.780  0.0000
O: -2.569 2.352 4.481  -0.0001
P: -3.230 1.375 3.415  0.0004
S: -3.929 2.420 1.950  0.0004
S: -1.840 0.000 2.828  0.0083
O: -4.305 0.645 4.344  0.0000
C: -5.113 -0.532 4.122  -0.0001
C: -5.524 -0.714 2.677  -0.0001
C: -4.401 -1.746 4.689  0.0000
H: -1.018 0.845 7.100  0.0000
H: -0.520 0.805 5.398  -0.0001
H: -1.999 -0.017 5.904  0.0000
H: -1.501 2.995 6.031  0.0000
H: -4.032 1.409 6.647  0.0000
H: -3.907 3.170 6.582  0.0000
H: -3.015 2.268 7.815  0.0000
H: -6.002 -0.328 4.723  0.0000
H: -4.647 -0.881 2.050  0.0004
H: -6.055 0.160 2.302  0.0000
H: -6.176 -1.585 2.606  0.0000
H: -3.483 -1.942 4.136  0.0000
H: -5.053 -2.618 4.618  0.0000
H: -4.151 -1.589 5.738  0.0000
N: 5.320 -1.890 0.574  -0.0001
C: 4.292 -2.756 0.538  0.0038
O: 3.125 -2.395 0.486  0.0178
C: 4.655 -4.220 0.520  0.0003
I: 4.236 -4.988 -1.423  0.0000
H: 5.127 -0.904 0.503  -0.0001
H: 6.276 -2.196 0.611  0.0000
H: 4.021 -4.767 1.211  0.0000
H: 5.702 -4.420 0.720  0.0000

***

ORCA calculation (ωB97M-V/def2-TZVPD) on a single C7H4F3IO molecule at a distorted geometry.

Properties
SMILES	Oc1cccc(F)c1C(F)(F)I
HOMO-LUMO gap	9.2	eV
DFT total energy	-25623.0442	eV
LUMO energy	0.00208	Ha
HOMO	-9.147	eV

Each line ends with the Mulliken charge.
Geometry (Å):
O: 0.641 2.011 -0.535  -0.4439
C: 0.613 0.742 -0.126  1.0006
C: 1.714 0.179 0.494  -0.6771
C: 1.576 -1.081 0.999  -0.5329
C: 0.490 -1.869 0.709  -0.4753
C: -0.722 -1.298 0.136  0.3202
F: -1.813 -2.094 -0.067  -0.2635
C: -0.634 0.069 -0.280  -0.0453
C: -1.889 0.874 -1.002  0.3225
F: -2.851 -0.021 -1.311  -0.2277
F: -1.583 1.475 -2.182  -0.2248
I: -2.660 2.481 0.285  0.0536
H: 1.510 2.394 -0.356  0.3136
H: 2.611 0.740 0.798  0.2558
H: 2.409 -1.686 1.244  0.3586
H: 0.589 -2.915 1.194  0.2656

***

ORCA calculation (ωB97M-V/def2-TZVPD) on a molecular structure, C33H25N7O6RuS.

Properties
total charge	-1
multiplicity	6
HOMO-LUMO gap (spin up / spin down)	5.6 / 5.4	eV
DFT total energy	-70758.7503	eV
LUMO energy (spin up / spin down)	0.06885 / 0.03242	Ha
HOMO (spin up / spin down)	-3.772 / -4.528	eV

Each line ends with the Mulliken spin population.
Geometry (Å):
Ru: -0.046 -0.241 0.821  1.9923
O: -3.773 1.164 1.199  0.1371
C: -2.741 0.781 1.724  0.0585
N: -1.975 -0.265 1.161  0.1054
C: -2.597 -1.489 0.871  0.0369
C: -3.967 -1.692 0.706  0.0393
C: -4.446 -2.972 0.477  -0.0205
C: -3.577 -4.054 0.411  0.0408
C: -2.214 -3.869 0.576  -0.0323
C: -1.717 -2.588 0.804  0.0578
N: -0.373 -2.230 0.982  0.0471
C: 0.672 -3.084 0.939  0.0148
O: 0.662 -4.305 0.841  0.0558
C: 1.996 -2.354 1.014  0.0168
C: 3.184 -3.054 1.127  -0.0065
C: 4.367 -2.345 1.231  0.0046
C: 4.326 -0.957 1.231  -0.0017
C: 3.101 -0.329 1.116  0.0039
N: 1.967 -1.018 0.990  -0.0331
C: -2.305 1.309 3.013  0.3191
C: -3.197 2.069 3.763  -0.0969
C: -3.021 2.218 5.117  0.2493
C: -1.954 1.539 5.760  0.0412
C: -1.021 0.886 5.017  0.1032
N: -1.099 0.876 3.622  0.1814
H: -4.636 -0.847 0.730  -0.0057
H: -5.509 -3.120 0.332  0.0000
H: -3.961 -5.049 0.224  0.0036
H: -1.527 -4.699 0.534  0.0002
H: 3.138 -4.134 1.136  0.0006
H: 5.313 -2.864 1.317  0.0003
H: 5.227 -0.366 1.321  0.0009
H: 3.000 0.749 1.118  0.0017
H: -4.071 2.447 3.252  0.0124
H: -3.731 2.785 5.703  0.0247
H: -1.850 1.512 6.835  0.0028
H: 0.646 0.037 4.875  -0.0126
C: 3.650 1.412 -5.322  0.0013
C: 2.697 1.529 -4.162  -0.0913
C: 2.883 0.843 -3.014  0.2721
C: 1.860 0.842 -1.934  -0.0145
C: 0.985 2.040 -1.989  0.3116
C: 0.776 2.694 -3.175  -0.1247
C: 1.566 2.394 -4.286  0.3850
S: 0.294 2.787 -0.552  -0.0177
O: -1.100 3.049 -0.808  0.0176
O: 1.111 3.931 -0.204  0.0198
N: 0.511 1.687 0.615  0.0000
C: 0.287 2.193 1.967  0.1033
C: 0.131 0.935 2.855  -0.0751
O: -0.001 0.252 5.592  0.0319
O: 1.161 0.410 3.348  0.3132
H: 4.496 0.772 -5.074  0.0006
H: 4.032 2.392 -5.616  -0.0042
H: 3.144 0.986 -6.192  -0.0051
H: 3.738 0.183 -2.904  0.0148
H: 2.327 0.758 -0.954  0.1084
H: 0.032 3.480 -3.224  0.0008
H: 1.381 2.896 -5.227  0.0178
H: -0.603 2.825 2.038  0.0063
H: 1.152 2.743 2.350  0.0215
N: -3.836 0.642 -4.292  0.0283
C: -2.836 0.358 -3.789  -0.0130
C: -1.592 -0.023 -3.216  0.0821
C: -0.537 -0.566 -4.038  -0.0113
C: 0.649 -0.855 -3.497  0.0514
C: 0.947 -0.514 -2.070  0.0296
N: -0.254 -0.383 -1.261  0.1875
C: -1.397 -0.016 -1.857  -0.0348
H: -0.742 -0.781 -5.080  -0.0016
H: 1.433 -1.316 -4.083  0.0066
H: 1.581 -1.293 -1.634  0.0214
H: -2.214 0.269 -1.205  0.0173

***

ORCA calculation (ωB97M-V/def2-TZVPD) on 15 unconnected molecules or ions with the total composition C46H92O52S7 at a distorted geometry.

Properties
HOMO-LUMO gap	10.3	eV
DFT total energy	-231497.3265	eV
LUMO energy	-0.00103	Ha
HOMO	-10.362	eV

Each line ends with the Mulliken charge.
Geometry (Å):
C: 8.822 30.656 -17.783  -0.9785
C: 9.969 30.545 -16.710  -0.3062
O: 9.665 31.286 -15.614  -0.3681
C: 8.862 30.807 -14.573  0.7126
O: 8.361 29.688 -14.506  -0.5611
O: 8.878 31.759 -13.575  -0.3775
C: 7.955 31.603 -12.582  -0.1239
H: 8.824 31.722 -18.013  0.2706
H: 7.774 30.383 -17.657  0.1892
H: 9.154 30.192 -18.711  0.4626
H: 10.915 30.932 -17.089  0.3486
H: 10.143 29.485 -16.527  0.2861
H: 7.910 30.586 -12.191  0.1532
H: 6.955 31.746 -12.991  -0.1083
H: 8.095 32.274 -11.735  0.3583
C: -0.622 30.210 -9.916  -0.7702
C: -0.052 31.539 -9.436  -0.2723
O: 1.351 31.425 -9.080  -0.1332
C: 1.642 31.182 -7.751  0.4872
O: 0.863 31.335 -6.809  -0.6108
O: 2.891 30.823 -7.627  -0.1293
C: 3.502 30.574 -6.320  -0.7019
H: -0.551 29.557 -9.046  0.4302
H: -0.097 29.810 -10.784  0.1411
H: -1.671 30.209 -10.210  0.0926
H: -0.514 32.069 -8.604  0.4956
H: -0.097 32.239 -10.270  0.0745
H: 3.681 31.583 -5.949  0.3247
H: 4.382 29.930 -6.347  0.1788
H: 2.896 30.002 -5.618  0.3254
C: 4.692 30.843 -15.572  0.0199
C: 4.440 29.357 -15.255  -0.0290
O: 3.169 29.357 -14.650  0.4039
C: 2.699 28.283 -14.190  0.0504
O: 3.114 27.131 -14.426  -0.3571
O: 1.644 28.629 -13.411  -0.1080
C: 0.693 27.670 -13.052  -0.5858
H: 4.225 31.215 -16.484  -0.0553
H: 5.741 31.082 -15.744  0.1179
H: 4.169 31.460 -14.841  -0.4421
H: 5.289 28.947 -14.707  0.1631
H: 4.469 28.791 -16.186  0.1368
H: -0.310 28.095 -13.026  0.3430
H: 0.707 27.269 -12.039  0.0937
H: 0.792 26.758 -13.641  0.1225
C: -0.633 21.324 -5.845  -1.2259
C: -1.438 22.194 -6.851  -0.2166
O: -0.612 22.621 -7.924  -0.2698
C: -0.488 23.902 -8.130  0.7586
O: -0.990 24.755 -7.378  -0.6552
O: 0.148 24.093 -9.270  -0.2031
C: 0.228 25.409 -9.913  -0.6690
H: -1.330 20.975 -5.083  0.3604
H: 0.311 21.768 -5.528  0.3317
H: -0.202 20.462 -6.353  0.3115
H: -1.939 22.962 -6.262  0.3592
H: -2.210 21.546 -7.265  0.2583
H: -0.652 26.037 -9.778  0.4494
H: 0.357 25.309 -10.991  -0.4234
H: 1.073 25.983 -9.533  0.7848
C: 7.187 34.218 -15.829  -0.2487
C: 7.601 35.686 -16.177  -0.6870
O: 6.849 36.755 -15.603  -0.3372
C: 7.130 37.261 -14.354  0.8845
O: 8.141 37.154 -13.655  -0.6314
O: 6.003 37.828 -13.981  -0.3103
C: 5.924 38.446 -12.658  -0.6067
H: 6.223 33.923 -16.243  0.2124
H: 7.183 34.076 -14.748  0.0050
H: 7.987 33.520 -16.076  0.2292
H: 7.479 35.883 -17.242  0.2694
H: 8.644 35.888 -15.931  0.4115
H: 5.052 39.096 -12.586  0.2147
H: 6.785 39.091 -12.483  0.2958
H: 5.891 37.549 -12.040  0.2580
C: 5.157 36.159 -23.934  -1.0651
C: 5.047 34.625 -23.833  -0.2820
O: 5.513 34.101 -22.601  -0.3891
C: 4.652 33.744 -21.721  0.7642
O: 3.455 33.854 -21.788  -0.5978
O: 5.291 33.200 -20.692  -0.3872
C: 4.557 32.626 -19.624  -0.3496
H: 6.171 36.404 -23.618  0.2946
H: 4.438 36.693 -23.312  0.2728
H: 5.047 36.454 -24.977  0.3611
H: 5.541 34.043 -24.611  0.3767
H: 4.016 34.319 -24.009  0.3209
H: 5.053 32.710 -18.657  0.1569
H: 4.624 31.543 -19.734  0.2826
H: 3.537 33.002 -19.548  0.2597
C: -1.837 26.844 -15.433  0.7300
C: -2.531 25.641 -16.129  -0.6620
O: -2.559 25.663 -17.514  -0.3565
C: -1.537 25.150 -18.198  0.7129
O: -0.648 24.439 -17.771  -0.5625
O: -1.741 25.545 -19.541  -0.3407
C: -0.677 25.245 -20.479  -0.6050
H: -1.794 26.482 -14.406  -0.5158
H: -2.408 27.758 -15.590  0.3608
H: -0.827 27.090 -15.762  -0.3361
H: -3.524 25.572 -15.684  0.3009
H: -2.110 24.699 -15.777  0.4825
H: -0.806 25.927 -21.320  0.2809
H: -0.761 24.208 -20.804  0.2979
H: 0.360 25.396 -20.180  0.2342
C: 0.301 33.026 -20.366  -1.2707
C: 0.499 32.785 -18.797  0.2320
O: 0.045 31.478 -18.365  -0.3604
C: 1.016 30.495 -18.328  0.7529
O: 2.209 30.653 -18.633  -0.6107
O: 0.377 29.371 -18.035  -0.3393
C: 1.052 28.144 -17.951  -0.4382
H: -0.583 32.526 -20.760  0.3495
H: 1.150 32.629 -20.922  0.2678
H: 0.398 34.067 -20.675  0.4267
H: -0.168 33.470 -18.272  0.2700
H: 1.562 32.866 -18.568  -0.0182
H: 0.346 27.324 -18.084  0.2448
H: 1.496 27.941 -16.976  0.0769
H: 1.863 27.950 -18.652  0.4327
C: 0.033 35.104 -13.331  -0.2235
C: 0.227 34.872 -14.857  -0.3554
O: -0.437 33.643 -15.082  -0.3067
S: 0.080 32.519 -13.965  0.8622
O: 1.507 32.191 -14.111  0.0538
O: -1.033 31.523 -13.838  -0.5319
O: -0.206 33.769 -12.794  -0.4085
H: -0.882 35.691 -13.256  0.3071
H: 0.754 35.690 -12.761  0.2634
H: 1.281 34.708 -15.081  0.0641
H: -0.222 35.494 -15.631  0.3912
C: 2.669 24.704 -16.667  0.7695
C: 3.945 25.478 -16.996  0.2890
O: 4.587 24.617 -17.972  -0.4484
S: 4.301 23.016 -17.687  1.0731
O: 5.295 22.358 -16.836  -0.5505
O: 3.857 22.290 -18.865  -0.5378
O: 2.923 23.335 -16.785  -0.3740
H: 1.878 25.048 -17.334  -0.0509
H: 2.456 24.886 -15.613  -0.3370
H: 4.602 25.617 -16.138  0.1081
H: 3.752 26.463 -17.421  0.0224
C: 3.073 33.145 -11.070  -0.2594
C: 3.548 31.823 -11.759  0.3922
O: 4.602 32.263 -12.599  -0.0550
S: 4.386 33.933 -12.996  1.1743
O: 3.953 34.037 -14.376  -0.4241
O: 5.652 34.579 -12.548  -0.6407
O: 3.185 34.180 -11.926  -0.3254
H: 3.722 33.300 -10.208  0.3127
H: 2.019 33.111 -10.794  0.1422
H: 2.778 31.244 -12.269  -0.3557
H: 3.865 31.177 -10.939  0.1397
C: 5.518 24.297 -12.025  -0.3292
C: 4.761 23.083 -11.524  -0.5638
O: 3.463 23.403 -11.164  -0.2194
S: 3.070 24.844 -11.920  0.8262
O: 2.962 26.026 -11.064  -0.3034
O: 2.101 24.673 -13.018  -0.4576
O: 4.476 24.903 -12.729  -0.2735
H: 6.295 23.976 -12.719  0.3132
H: 5.893 25.015 -11.295  0.3008
H: 5.216 22.596 -10.661  0.3414
H: 4.702 22.298 -12.278  0.3277
C: 7.248 27.952 -11.742  -0.1908
C: 5.775 28.269 -11.920  1.7552
O: 5.191 28.554 -10.635  -0.1744
S: 6.361 29.285 -9.650  1.1636
O: 6.305 28.910 -8.256  -0.6251
O: 6.583 30.705 -9.914  -0.4978
O: 7.554 28.356 -10.430  -0.5185
H: 7.871 28.489 -12.457  0.2017
H: 7.526 26.903 -11.850  0.2491
H: 5.178 27.513 -12.429  -0.3702
H: 5.740 29.149 -12.563  -0.9925
C: -5.560 28.302 -13.331  0.1087
C: -5.593 27.788 -11.891  0.2969
O: -5.051 28.888 -11.203  -0.4713
S: -4.049 29.915 -12.056  0.8210
O: -2.680 29.438 -12.240  0.1441
O: -4.259 31.264 -11.468  -0.6037
O: -5.001 29.566 -13.387  -0.4332
H: -6.549 28.401 -13.778  0.3468
H: -4.934 27.622 -13.909  -0.1239
H: -4.868 26.999 -11.694  -0.3095
H: -6.540 27.585 -11.390  0.2900
C: -3.889 23.217 -10.725  -0.3290
C: -4.303 23.162 -12.187  -0.5810
O: -3.954 24.381 -12.804  -0.3394
S: -2.523 24.868 -12.167  1.1263
O: -2.483 26.338 -12.007  -0.0741
O: -1.401 24.045 -12.531  -0.6632
O: -2.789 24.151 -10.716  -0.3305
H: -3.606 22.292 -10.224  0.3339
H: -4.762 23.649 -10.236  0.2722
H: -5.344 22.935 -12.417  0.3686
H: -3.778 22.323 -12.644  0.2782

***

Q: Which of these has the lowest DFT total energy?
A: C46H92O52S7